A structure of composition C38H51F3N4O3PPt. Source: the Open Molecules 2025 dataset; level of theory: the ωB97M-V functional and the def2-TZVPD basis.

**Energy relative to the best compared isomer or geometry (same formula, charge and spin)**: 24.7 kcal/mol
**E_tot**: -73020.5942 eV
**E_LUMO (alpha / beta)**: -3.64 / -3.64 eV
**F_max**: 0.84 eV Å⁻¹
**Charge**: +1
**HOMO energy (alpha / beta)**: -9.07 / -9.07 eV

Each line ends with the Löwdin charge.
Atoms and positions in Å:
Pt  -0.14709  0.35070  -0.20385  1.112
C  2.38141  0.28565  3.10714  -0.051
N  0.91959  0.28035  3.09981  -0.192
C  0.41688  -0.50511  4.20823  -0.097
C  0.39003  1.59181  2.97780  -0.204
C  -0.33410  2.18815  4.01218  -0.024
C  -0.74860  3.51123  3.95104  -0.085
C  -0.42029  4.27007  2.84098  -0.088
C  0.24797  3.67375  1.78459  -0.067
C  0.63645  2.33130  1.80201  -0.299
N  1.18252  1.71299  0.65120  -0.136
C  2.12812  2.47522  -0.05498  -0.238
C  2.94836  3.36796  0.66150  -0.046
C  3.86292  4.20502  0.05431  -0.081
C  4.02632  4.18315  -1.32079  -0.088
C  3.29774  3.25904  -2.04661  -0.037
C  2.37427  2.40377  -1.45058  -0.211
N  1.76380  1.37269  -2.24808  -0.238
C  1.57188  1.69240  -3.65731  -0.114
C  2.57855  0.16135  -2.15660  -0.088
H  2.77075  0.61090  4.08225  0.103
H  2.75206  -0.71978  2.91210  0.059
H  2.75914  0.95328  2.33656  0.077
H  0.70805  -0.10581  5.19061  0.095
H  -0.67038  -0.57652  4.16818  0.098
H  0.83482  -1.50934  4.13835  0.068
H  -0.54062  1.62403  4.90958  0.097
H  -1.28564  3.94587  4.78354  0.104
H  -0.70139  5.31374  2.77829  0.107
H  0.45948  4.25996  0.89770  0.123
H  2.84625  3.41154  1.73769  0.114
H  4.45136  4.87671  0.66604  0.108
H  4.72449  4.84536  -1.81336  0.103
H  3.45467  3.18711  -3.11507  0.104
H  2.50290  1.64297  -4.23738  0.088
H  0.87772  0.96996  -4.09402  0.088
H  1.17037  2.69726  -3.78456  0.087
H  3.56561  0.31201  -2.61738  0.104
H  2.72860  -0.08469  -1.10886  0.052
H  2.07593  -0.66361  -2.66013  0.081
F  -2.57700  6.69220  -2.12788  0.161
C  -3.36356  5.83134  -1.47236  -0.591
F  -4.43417  5.58917  -2.24433  0.162
F  -3.79213  6.42728  -0.35547  0.159
C  -2.63163  4.54387  -1.17180  -0.080
C  -2.84986  3.86988  0.01277  0.043
C  -2.16194  2.68864  0.23547  -0.110
N  -1.33773  2.16503  -0.67396  -0.044
C  -1.13427  2.81985  -1.82248  -0.079
C  -1.75131  4.01959  -2.10783  0.048
H  -3.50974  4.26045  0.77336  0.137
H  -2.26544  2.15186  1.16842  0.119
H  -0.45863  2.34943  -2.51918  0.082
H  -1.54999  4.52896  -3.03937  0.136
C  3.93702  -3.08959  1.58183  -0.049
C  3.21145  -2.12210  0.68103  -0.255
O  1.83588  -2.06093  1.11629  -0.268
P  0.52542  -1.69915  0.31304  0.573
O  0.61306  -2.48213  -1.06599  -0.274
C  0.86281  -3.90678  -1.16431  -0.244
C  1.46961  -4.18217  -2.51613  -0.050
O  -0.55711  -2.44532  1.18569  -0.259
C  -0.37852  -3.24413  2.38092  -0.230
C  -0.18682  -4.70766  2.06469  -0.047
H  4.98797  -3.13775  1.29625  0.091
H  3.51404  -4.09157  1.50195  0.079
H  3.87970  -2.76760  2.62121  0.080
H  3.23902  -2.44713  -0.36130  0.112
H  3.63321  -1.11954  0.74749  0.115
H  -0.09662  -4.41116  -1.04077  0.108
H  1.52794  -4.21391  -0.35569  0.102
H  0.80226  -3.84554  -3.30938  0.078
H  1.63302  -5.25327  -2.63663  0.089
H  2.42852  -3.67500  -2.62812  0.079
H  -1.29089  -3.08068  2.95303  0.127
H  0.46103  -2.84679  2.94456  0.082
H  -0.94493  -5.05672  1.36414  0.070
H  -0.27726  -5.28727  2.98426  0.092
H  0.80039  -4.90024  1.64620  0.067
C  -3.89390  -0.23960  -1.83856  -0.003
C  -2.91255  -0.96214  -0.89145  -0.537
C  -3.34744  -0.75545  0.55306  -0.044
C  -1.53055  -0.51232  -1.18040  -0.111
C  -2.81625  -2.46082  -1.29206  -0.168
C  -2.49766  -2.83092  -2.59986  -0.038
C  -2.45427  -4.16595  -2.97297  -0.067
C  -2.74057  -5.15689  -2.04622  -0.075
C  -3.06185  -4.80012  -0.74480  -0.072
C  -3.08378  -3.46571  -0.36638  -0.029
H  -3.90342  0.83283  -1.63329  0.083
H  -4.89774  -0.62999  -1.67006  0.106
H  -3.64150  -0.38987  -2.88683  0.084
H  -3.44302  0.31066  0.75249  0.069
H  -2.62983  -1.16961  1.25887  0.070
H  -4.32657  -1.20443  0.72310  0.100
H  -1.32381  -0.57982  -2.25558  0.076
H  -2.29860  -2.08101  -3.35454  0.111
H  -2.21403  -4.42787  -3.99512  0.112
H  -2.72675  -6.19832  -2.33933  0.111
H  -3.30407  -5.56461  -0.01752  0.112
H  -3.32555  -3.21392  0.65562  0.109

Atoms 1-2, force components in eV/Å:
Pt -0.70 0.45 -0.11
C 0.06 0.01 0.05

A structure of composition C38H52N6O2P2Zn. Source: the Open Molecules 2025 dataset; level of theory: the ωB97M-V functional and the def2-TZVPD basis.

**E_tot**: -120283.0824 eV
**E_LUMO**: -0.20 eV
**F_max**: 0.23 eV Å⁻¹
**Charge**: 0
**HOMO energy**: -7.03 eV

Each line ends with the Löwdin charge.
Atoms and positions in Å:
Zn  -0.18447  -0.64347  0.38607  0.617
C  -1.46701  -1.12244  4.22662  -0.112
C  -1.42372  0.25431  3.56378  -0.510
C  -2.11328  1.31927  4.40977  -0.103
P  -1.93813  0.07860  1.79212  1.078
C  -3.48684  -0.91753  1.69053  -0.523
C  -4.73802  -0.33388  2.33542  -0.098
C  -3.73324  -1.24400  0.21557  -0.107
C  -2.25297  1.68385  1.06535  -0.295
C  -3.21231  2.56711  1.57482  -0.073
C  -3.47396  3.79795  1.00755  -0.286
C  -4.52035  4.72538  1.56150  -0.056
C  -2.71711  4.13647  -0.11379  -0.035
C  -1.76842  3.29247  -0.64458  -0.040
C  -1.49405  2.02072  -0.08831  -0.319
N  -0.51923  1.18200  -0.58440  -0.043
C  0.01832  1.49189  -1.84586  -0.370
C  -0.80939  1.66223  -2.96633  -0.056
C  -0.28589  1.79439  -4.23613  -0.040
C  1.09147  1.74686  -4.44867  -0.279
C  1.66529  1.82889  -5.83747  -0.052
C  1.91152  1.60667  -3.34049  -0.051
C  1.40578  1.50884  -2.04055  -0.301
P  2.44418  1.20821  -0.57707  1.120
C  4.18505  1.27637  -1.24147  -0.559
C  5.11100  0.66629  -0.18478  -0.131
C  4.71845  2.63528  -1.69096  -0.119
C  2.38036  2.76916  0.45176  -0.519
C  1.58930  2.58595  1.74656  -0.114
C  1.92220  4.01335  -0.30136  -0.093
H  -0.94739  -1.08630  5.18564  0.085
H  -0.98325  -1.87504  3.59886  0.047
H  -2.49450  -1.43993  4.42419  0.077
H  -0.36891  0.52358  3.46462  0.086
H  -3.17998  1.12569  4.53250  0.063
H  -1.99430  2.31198  3.97806  0.069
H  -1.66769  1.33038  5.40690  0.081
H  -3.21559  -1.84582  2.20137  0.079
H  -5.05505  0.56761  1.81005  0.072
H  -4.59214  -0.09069  3.38814  0.061
H  -5.55635  -1.05432  2.27025  0.082
H  -3.93480  -0.33144  -0.35072  0.081
H  -4.59747  -1.90267  0.11273  0.084
H  -2.87283  -1.74869  -0.22967  0.055
H  -3.77159  2.27738  2.45515  0.091
H  -4.86040  4.39119  2.54167  0.073
H  -5.39397  4.77731  0.90813  0.078
H  -4.13428  5.73993  1.66983  0.076
H  -2.87293  5.10028  -0.58702  0.116
H  -1.21458  3.62642  -1.51066  0.101
H  -1.88366  1.65406  -2.82098  0.123
H  -0.95550  1.91708  -5.07982  0.114
H  1.17255  2.60464  -6.42422  0.078
H  1.53769  0.88500  -6.37234  0.079
H  2.73166  2.05085  -5.81085  0.074
H  2.98069  1.57665  -3.50542  0.089
H  4.17384  0.59559  -2.10022  0.096
H  5.08288  1.24046  0.74483  0.074
H  6.14499  0.66892  -0.53524  0.077
H  4.82905  -0.35929  0.05572  0.056
H  4.82648  3.31287  -0.84226  0.074
H  4.07436  3.12182  -2.42250  0.059
H  5.70879  2.51616  -2.13671  0.080
H  3.43197  2.90285  0.72976  0.086
H  0.52350  2.46980  1.54373  0.056
H  1.71362  3.46936  2.37787  0.080
H  1.92200  1.71064  2.30294  0.058
H  0.86228  3.94313  -0.54160  0.058
H  2.46990  4.16293  -1.23198  0.064
H  2.05843  4.89884  0.32478  0.084
C  2.02907  -2.86030  2.88905  0.030
C  1.85072  -1.79501  1.85250  -0.518
O  1.21849  -0.75700  2.10301  -0.048
N  2.42551  -1.92542  0.63786  0.052
C  2.38119  -3.13396  -0.14549  -0.070
C  1.16394  -3.18265  -1.11732  -0.278
C  1.53148  -3.93358  -2.43428  -0.257
C  0.90536  -3.39362  -3.66911  0.005
C  0.09913  -2.33612  -3.60622  -0.027
C  -0.08714  -1.62483  -2.35266  -0.088
N  0.43239  -1.91031  -1.21550  0.091
H  2.14831  -2.36678  3.85206  0.097
H  2.88054  -3.50699  2.69314  0.087
H  1.11558  -3.45330  2.92466  0.086
H  2.36087  -1.05327  0.10343  0.022
H  2.33548  -3.99549  0.51970  0.133
H  3.30090  -3.21785  -0.72738  0.122
H  2.59810  -4.13485  -2.58279  0.135
H  1.08441  -3.91637  -4.60082  0.118
H  -0.41629  -1.94243  -4.47117  0.106
H  -0.71946  -0.74807  -2.38866  0.094
N  -1.80677  -4.45210  2.10350  0.180
C  -0.99586  -3.94479  1.12827  -0.492
O  -0.59370  -2.76089  1.25881  -0.103
C  -0.61143  -4.81531  0.07478  -0.137
C  -1.19024  -6.10754  0.02304  -0.237
N  -1.72454  -7.13035  0.03833  0.132
C  0.31232  -4.43236  -0.92506  -0.230
N  0.75789  -5.10198  -1.95297  0.169
H  -2.18947  -3.80019  2.76583  0.085
H  -2.26770  -5.33667  1.96814  0.089

Atoms 1-2, force components in eV/Å:
Zn 0.11 0.08 -0.06
C 0.01 -0.09 -0.02